Record 1
Entry from OMol25: a structure of composition C30H29F6N6O3STi (wB97M-V/def2-TZVPD).

Its multiplicity is 2. The highest occupied orbital energy (spin up / spin down) is -6.74 / -8.24 eV. For the total energy, the calculation gives -3561.82290 Eh. The LUMO energy (spin up / spin down) comes out at -0.00242 / -0.00736 hartree.

Each line ends with the Löwdin spin population.
Positions of all 76 atoms, in Å:
Ti: -0.17 0.24 1.02  0.86
C: 1.95 0.91 3.24  0.00
N: 0.53 0.54 3.16  0.00
C: 0.31 -0.56 4.12  0.00
C: -0.30 1.71 3.58  0.00
C: -0.21 2.78 2.52  0.00
C: -0.21 4.13 2.85  0.00
C: -0.10 5.09 1.85  0.00
C: 0.03 4.68 0.53  0.00
C: 0.02 3.33 0.22  0.00
C: -0.11 2.33 1.19  0.00
H: 2.20 1.19 4.27  0.00
H: 2.15 1.75 2.58  0.00
H: 2.56 0.07 2.94  0.00
H: 0.66 -0.27 5.11  0.00
H: 0.86 -1.44 3.79  0.00
H: -0.74 -0.81 4.18  0.00
H: 0.04 2.08 4.55  0.00
H: -1.33 1.37 3.67  0.00
H: -0.30 4.44 3.89  0.00
H: -0.10 6.14 2.11  0.00
H: 0.14 5.42 -0.25  0.00
H: 0.13 3.04 -0.83  0.00
N: -6.66 -3.47 -1.38  0.00
C: -5.57 -3.06 -0.64  0.00
C: -4.64 -2.16 -1.18  0.00
C: -3.57 -1.73 -0.42  0.00
C: -3.41 -2.18 0.88  0.00
C: -4.31 -3.08 1.42  0.00
C: -5.39 -3.52 0.67  0.00
S: -2.04 -1.70 1.88  0.00
O: -2.27 -2.27 3.17  0.00
O: -1.99 -0.20 1.87  0.01
N: -0.58 -2.02 1.27  0.02
C: -0.37 -3.29 0.72  0.00
N: 0.88 -3.53 0.32  0.00
C: 1.11 -4.69 -0.28  0.00
C: 0.13 -5.65 -0.48  0.00
C: -1.11 -5.34 0.06  0.00
N: -1.36 -4.19 0.67  0.00
H: -6.61 -3.36 -2.37  0.00
H: -7.12 -4.32 -1.09  0.00
H: -4.77 -1.81 -2.19  0.00
H: -2.85 -1.06 -0.86  0.00
H: -4.15 -3.44 2.43  0.00
H: -6.09 -4.22 1.10  0.00
H: 2.13 -4.86 -0.60  0.00
H: 0.32 -6.58 -0.99  0.00
H: -1.93 -6.05 0.03  0.00
C: 3.35 -1.38 -0.01  0.00
C: 2.53 -0.16 -0.43  0.00
O: 1.50 0.09 0.49  -0.01
C: 3.45 1.08 -0.47  0.00
F: 3.84 1.40 0.78  0.00
F: 2.89 2.17 -1.00  0.00
F: 4.57 0.83 -1.17  0.00
C: 1.90 -0.42 -1.82  0.00
F: 2.82 -0.86 -2.69  0.00
F: 0.95 -1.36 -1.71  0.00
F: 1.31 0.66 -2.35  0.00
H: 3.84 -1.16 0.93  0.00
H: 4.10 -1.62 -0.76  0.00
H: 2.67 -2.21 0.12  0.00
N: -1.27 0.59 -0.61  0.00
C: -2.05 1.37 -0.90  0.06
C: -3.02 2.40 -1.09  0.00
C: -3.97 2.56 -0.08  0.01
C: -4.90 3.59 -0.18  0.00
C: -4.87 4.45 -1.27  0.01
C: -3.92 4.28 -2.27  0.00
C: -2.99 3.26 -2.18  0.01
H: -3.96 1.88 0.76  0.00
H: -5.64 3.72 0.60  0.00
H: -5.59 5.25 -1.34  0.00
H: -3.90 4.95 -3.11  0.00
H: -2.24 3.12 -2.95  0.00

Record 2
Entry from OMol25: an isolated molecule of C11H13Cl (wB97M-V/def2-TZVPD).

The highest occupied orbital energy is -8.13 eV. For the total energy, the calculation gives -887.03182 Eh. The LUMO energy comes out at 0.03105 hartree.

Each line ends with the natural charge from an NBO analysis.
Positions of all 25 atoms, in Å:
C: -1.25 1.94 -2.07  -0.19
C: -2.25 1.12 -1.45  -0.22
C: 0.05 1.96 -1.59  -0.20
C: -1.84 0.20 -0.57  -0.18
C: 0.38 0.98 -0.63  0.02
C: -0.49 0.10 -0.15  -0.12
C: 1.85 0.78 -0.24  -0.49
C: 1.96 0.07 1.04  -0.17
C: -0.01 -0.92 0.74  0.09
C: 0.31 -2.24 0.13  -0.68
C: -0.67 -0.85 2.14  -0.62
Cl: 3.25 -1.09 1.21  -0.03
H: -1.62 2.63 -2.70  0.20
H: -3.26 1.36 -1.77  0.22
H: 0.87 2.43 -2.00  0.21
H: -2.61 -0.63 -0.40  0.21
H: 2.40 0.47 -1.10  0.24
H: 2.33 1.78 -0.03  0.21
H: 1.80 0.65 1.88  0.19
H: 0.13 -2.21 -0.99  0.22
H: -0.33 -3.07 0.61  0.22
H: 1.35 -2.65 0.25  0.24
H: 0.01 -1.52 2.95  0.20
H: -1.57 -1.39 2.18  0.21
H: -0.80 0.11 2.55  0.22

Record 3
Entry from OMol25: an isolated molecule of C4H6O2S (wB97M-V/def2-TZVPD).

The highest occupied orbital energy is -9.51 eV. For the total energy, the calculation gives -704.60021 Eh. The LUMO energy comes out at -0.03913 hartree.

Each line ends with the natural charge from an NBO analysis.
Positions of all 13 atoms, in Å:
C: -1.80 1.59 0.06  0.38
C: -1.64 0.15 -0.17  -0.42
C: 0.62 -0.03 0.52  -0.60
C: -0.34 -0.58 -0.44  -0.45
O: -2.89 2.06 0.18  -0.51
O: -2.87 -2.07 -0.14  -0.90
S: -3.07 -0.63 0.02  1.26
H: -0.83 2.14 0.15  0.12
H: 0.15 0.65 1.15  0.20
H: 1.04 -0.87 1.13  0.23
H: 1.42 0.53 0.00  0.22
H: -0.60 -1.60 -0.55  0.26
H: 0.05 -0.17 -1.46  0.22